[1]
The following is a quantum chemistry calculation of a molecular structure, C12H21AsF6N6O3PtS2 at a distorted geometry, from OMol25.

The energy is -4773.94462 a.u. As for the expectation value of S²: 0.753. Its spin multiplicity is 2. Its LUMO energy is -10.98 eV. As for the frontier orbital gap: 7.1 eV. The value obtained for the relative energy (zero: lowest compared OMol25 entry of this formula, charge and spin) is 0.185 eV. As for the net charge: +3. As for the HOMO energy: -18.0 eV.

Last column: Mulliken spin population.
Element x y z (Å)
1 Pt -0.38254 -0.47633 1.80286  0.73
2 N 1.43856 -1.23622 2.44709  0.00
3 C 2.39400 -1.59149 1.35059  0.01
4 C 2.45694 -0.55496 0.21922  -0.01
5 C 1.22343 -0.58745 -0.62423  0.00
6 O 1.25371 -0.62733 -1.89219  0.00
7 O 0.09283 -0.55210 -0.12229  0.04
8 H 1.87189 -0.58268 3.10000  0.00
9 H 1.22758 -2.07130 3.00204  0.00
10 H 2.09423 -2.56941 0.97589  0.00
11 H 3.39190 -1.69164 1.77515  0.00
12 H 3.34268 -0.70724 -0.39320  0.00
13 H 2.50404 0.45852 0.63286  0.00
14 S -3.88261 1.59301 -0.06542  0.00
15 C -4.06013 -0.09729 -0.21594  0.00
16 C -3.02071 -0.73137 0.38239  -0.01
17 N -2.10817 0.14557 0.94385  0.01
18 C -2.47817 1.39788 0.82653  -0.01
19 H -4.91261 -0.53414 -0.71092  0.00
20 H -2.85316 -1.79544 0.44134  0.00
21 H -1.87355 2.22143 1.17201  0.01
22 C 1.77565 4.03014 1.44481  0.00
23 N 1.32062 3.47123 2.71491  0.00
24 C 0.72935 2.29314 2.86935  0.00
25 N 0.46835 1.85358 4.11142  0.00
26 O 0.44231 1.59081 1.83325  0.12
27 H 2.86112 4.11121 1.43715  0.00
28 H 1.34371 5.01845 1.30474  0.00
29 H 1.45097 3.38380 0.63639  0.00
30 H 1.52449 4.00568 3.54621  0.00
31 H 0.66635 2.43362 4.91190  0.00
32 H -0.17875 1.09289 4.25555  0.00
33 F -1.05050 -0.54960 3.69060  0.03
34 As -1.82855 -2.45667 4.04344  0.01
35 F -3.24160 -1.74924 3.42357  0.00
36 F -0.17067 -2.76681 4.38459  0.00
37 F -2.37172 -4.02484 4.17657  0.00
38 F -1.32061 -2.63218 2.32016  0.04
39 F -2.09526 -1.86643 5.59010  0.00
40 C -0.21276 1.33512 -5.40742  0.00
41 N 0.08564 -0.10326 -5.51826  0.00
42 C 0.43807 -0.72466 -6.66023  0.00
43 C 0.62735 -2.06309 -6.37059  0.00
44 N 0.35589 -2.21173 -5.06511  0.00
45 C 0.02281 -1.01728 -4.51831  0.00
46 S -0.38856 -0.73748 -2.88537  0.00
47 H 0.23701 1.83891 -6.25726  0.00
48 H 0.21370 1.71581 -4.48422  0.00
49 H -1.29004 1.48370 -5.41837  0.00
50 H 0.53759 -0.20412 -7.59950  0.00
51 H 0.92288 -2.87816 -7.01224  0.00
52 H 0.40502 -3.08254 -4.54545  0.00

***

[2]
The following is a quantum chemistry calculation of 2 unconnected molecules or ions with the total composition C12H21BrN2O10S3 at a distorted geometry, from OMol25.

The energy is -5100.13242 a.u. Its LUMO energy is 0.12 eV. As for the frontier orbital gap: 9.3 eV. Its SMILES is CCN[C@@]1(CC(=O)Br)OS(=O)(=O)O[C@@]1(S)CC(=O)N(C)C.O=S1(=O)OCCO1. As for the HOMO energy: -9.1 eV.

Last column: Mulliken charge in e.
Element x y z (Å)
1 C 0.63031 -3.78885 -1.47093  -1.11
2 C 0.91031 -2.47443 -0.55015  0.07
3 N 2.10255 -1.69780 -1.00609  -0.27
4 C 1.75595 -0.51624 -1.83882  0.05
5 C 3.01297 -0.48797 -2.88901  -0.83
6 C 2.60835 -0.00436 -4.35941  0.49
7 O 2.99871 -0.71573 -5.32465  -0.53
8 Br 1.59562 1.63088 -4.81067  -0.13
9 O 0.60293 -0.86471 -2.68703  -0.25
10 S -0.71840 0.16089 -2.38684  1.11
11 O -1.76991 -0.32747 -1.42982  -0.52
12 O -1.48725 0.64731 -3.57656  -0.63
13 O 0.23781 1.42689 -1.80573  -0.37
14 C 1.40802 0.89291 -1.09239  1.19
15 S 2.62631 2.30653 -1.38861  -0.29
16 C 1.28148 0.74661 0.49915  -0.17
17 C 1.11366 2.12080 1.29691  -0.21
18 O 2.03613 2.44128 2.11492  -0.61
19 N -0.02980 3.03707 1.21920  0.16
20 C 0.28429 4.28858 0.46562  -0.74
21 C -1.28088 2.36935 0.75051  -0.41
22 H 0.90486 -3.60523 -2.57337  0.26
23 H 1.26200 -4.68059 -1.12647  0.33
24 H -0.46668 -4.09013 -1.38685  0.29
25 H 1.18732 -2.90709 0.48799  0.47
26 H -0.03738 -1.86097 -0.38727  -0.18
27 H 2.75285 -1.47475 -0.24389  0.38
28 H 3.31395 -1.59767 -2.99573  0.36
29 H 3.93238 0.03766 -2.45636  0.38
30 H 3.41294 2.32707 -0.24630  0.24
31 H 0.47393 -0.02680 0.75366  -0.19
32 H 2.27679 0.28251 0.85888  0.41
33 H 0.15853 5.16081 1.21756  0.31
34 H -0.40854 4.50244 -0.41567  0.28
35 H 1.36999 4.35481 0.10684  0.25
36 H -2.15381 2.88473 1.31265  0.32
37 H -1.51162 2.54992 -0.36991  0.17
38 H -1.34506 1.26141 1.04268  0.15
39 C -4.09373 -0.79094 3.79916  -0.36
40 C -3.93150 -2.10299 3.04752  -0.34
41 O -2.70957 -1.96429 2.32187  -0.28
42 S -1.69155 -1.03206 3.17328  0.92
43 O -0.79854 -1.88528 3.89773  -0.62
44 O -1.23428 0.02993 2.32420  -0.43
45 O -2.77614 -0.42991 4.21675  -0.33
46 H -4.47057 -0.00292 3.14116  0.28
47 H -4.75336 -0.88846 4.66194  0.32
48 H -4.76183 -2.29938 2.36940  0.34
49 H -3.82054 -2.94337 3.73898  0.30